Here is a 13-piece molecular cluster, C38H82N6O25S4 overall at a distorted geometry from the OMol25 dataset. Energies are from ωB97M-V/def2-TZVPD.

Calculated values
- E_HOMO (eV) = -9.206
- HOMO-LUMO gap (eV) = 9.21
- E_LUMO (eV) = 0.009

The geometry in ORCA input format:
```
! RIJCOSX wB97M-V def2-TZVPD def2/J DEFGRID3
* xyz 0 1
S 1.07385 6.33113 -1.16721
S -3.34526 -3.02429 5.28881
S -4.13633 0.28485 2.00962
S -3.07494 4.74145 3.70507
O -3.30380 -1.59466 5.09202
O 1.63569 6.80669 0.13980
O 1.42349 0.85561 4.14313
O 2.19559 5.51221 -2.00982
O 2.05933 -3.07092 5.52664
O -3.12265 -5.33412 -0.18061
O 3.06755 0.80995 -6.01633
O 0.35899 -1.86116 0.56220
O -2.59571 5.83350 2.57936
O 3.90591 2.26084 -0.41212
O -2.60826 5.20002 4.98484
O -3.23803 3.95035 -1.50993
O -4.28074 0.58006 0.38304
O 0.29626 7.28613 -1.96671
O 3.12430 -3.61005 -2.45680
O -4.48249 4.46765 3.51398
O -2.10944 -3.82427 4.54253
O -4.36565 -3.74532 4.16192
O 0.15413 4.94838 -0.84760
O -5.23448 1.46128 2.38972
O -4.64569 -1.05340 2.35768
O -2.16207 3.56120 3.02951
O -2.80787 0.71353 2.52864
O -1.87420 -1.72541 -3.44224
O -3.55376 -3.54396 6.64878
N 3.83524 3.39561 1.43259
N 4.34280 -3.11438 -4.37394
N -2.18938 3.18165 -3.32627
N 1.82139 -5.30716 5.19924
N -1.80629 -3.48104 -0.21934
N -2.35266 -3.14407 -5.11319
C -1.55244 3.92320 1.80195
C 5.04354 -2.24285 -2.24518
C 3.59184 -3.80074 -5.37125
C 4.07326 -3.05649 -3.05206
C 1.72163 0.44775 -6.07993
C -2.80837 -2.51008 -0.58042
C 2.05552 -5.73548 6.56414
C -0.80656 -5.65347 0.31202
C 1.45827 1.57873 6.30880
C 0.24008 -0.79792 1.48641
C -2.37562 5.21308 1.36704
C 1.17432 0.88712 -4.77717
C -2.28627 1.79245 -3.00064
C -1.49749 -2.50930 -4.28790
C -2.55229 5.54820 -3.09861
C 5.34214 4.22288 -0.33744
C 1.86951 -4.01449 4.76168
C 1.48639 -3.78072 3.26459
C 0.07942 1.80893 5.68774
C 2.33243 0.52547 -3.88583
C -2.62552 4.15335 -2.59303
C 0.87323 -1.32901 -0.65398
C -3.67948 -4.14497 2.97960
C -0.22808 0.36041 0.62624
C 0.87990 3.74268 -1.13210
C 3.58165 0.83738 -4.67378
C -2.23936 -3.72638 3.18593
C 1.94639 0.47042 5.40670
C -1.95555 -4.17539 -6.04192
C -5.43448 2.33853 1.30100
C 4.33736 3.21412 0.21108
C -0.00015 -2.73151 -4.42696
C 2.92788 2.50860 2.07525
C 0.07812 1.26111 4.32004
C -2.02635 -4.77205 -0.02934
C -5.31218 1.42541 0.12112
C 1.77396 4.15302 -2.31395
C 0.61156 0.12376 -0.55577
H -5.10660 1.93884 -0.81815
H -3.37289 5.06866 0.95148
H 3.02945 0.44081 5.28760
H 2.34336 -3.19107 2.93899
H -1.60313 6.02487 -2.85371
H 2.62163 -3.35292 -5.58629
H 1.41792 1.22251 7.33816
H -1.90956 -2.78998 2.73595
H 0.43074 -2.81129 -3.42893
H -1.91348 5.83342 0.59912
H -6.20514 0.81665 -0.02081
H 1.19802 -5.37330 7.13127
H -0.69886 1.36881 6.31119
H 5.27696 -1.26151 -2.65820
H 0.05852 0.48458 -1.42298
H -1.64900 3.01735 1.20346
H -0.27940 -5.93608 -0.59921
H -0.49532 4.10089 1.99952
H 5.69897 4.93243 0.40910
H 6.04620 -2.66527 -2.17932
H -0.28361 1.91307 3.52493
H -2.73916 -4.53529 -6.70866
H 2.95437 -5.22347 6.90766
H 4.06477 4.21661 1.97423
H 2.36697 0.86005 -2.84903
H -3.35879 6.07915 -2.59290
H 1.05394 4.14972 -3.13228
H -0.63666 0.44243 4.23680
H 3.96448 1.82910 -4.43289
H -3.48660 -2.30833 0.24867
H -1.20922 -3.84341 -6.76364
H 3.34389 -4.82919 -5.10873
H 5.06878 4.79157 -1.22625
H 0.42832 -1.93659 -1.44201
H 2.33731 -0.54820 -3.69796
H -3.25970 -2.84766 -1.51339
H 3.16975 1.49023 1.77106
H 6.30941 3.82435 -0.64346
H 0.99944 1.95594 -4.65408
H -3.32131 1.54894 -2.76085
H -1.63188 -5.05708 -5.48879
H -1.91820 1.12352 -3.77855
H 1.36519 -4.65815 2.62936
H -3.30373 -2.81163 -5.04217
H -2.76431 5.56151 -4.16771
H -1.29880 0.24296 0.45931
H 4.31855 0.03467 -4.64646
H 0.10059 1.33049 0.99911
H -0.08635 -5.08236 0.89787
H 1.22606 -0.56615 1.88918
H 2.11052 -6.81937 6.66543
H -0.38473 -1.01148 2.35365
H 3.01789 2.59142 3.15836
H 2.57313 3.42739 -2.46527
H 2.08827 2.46295 6.21216
H -6.41203 2.81761 1.35544
H -1.64650 1.54214 -2.15439
H 1.60518 -0.51383 5.72752
H 1.20065 0.89305 -6.92751
H 5.20007 -2.64759 -4.63337
H 1.46280 3.23715 -0.36219
H -2.35056 -1.57662 -0.90778
H -1.88196 3.46656 -4.24519
H -4.18678 -3.70758 2.11970
H 1.48994 0.75866 -0.43983
H -4.80749 3.23005 1.31396
H 4.15080 -3.87227 -6.30428
H 0.32233 -1.84440 -4.97207
H -0.06646 2.88912 5.69150
H -3.73028 -5.22627 3.10737
H 0.23854 0.36673 -4.57317
H -0.83783 -3.19589 -0.24899
H 1.75405 -6.04394 4.51169
H 4.54391 -2.24214 -1.27643
H 1.95213 -1.44906 -0.75223
H 1.87737 2.68827 1.84665
H -1.16417 -6.58323 0.75448
H 0.21247 -3.63580 -4.99718
H -1.57849 -4.42926 2.67867
H 0.58139 -3.17388 3.23615
H 0.20568 2.92342 -1.38177
H 1.69471 -0.64033 -6.13864
*
```